Entry 1:
This record from OMol25 describes a molecular structure, C34H63BN3O41. The level of theory is the ωB97M-V functional and the def2-TZVPD basis.

* total charge: -1
* E_LUMO: 0.74 eV
* largest force on an atom: 19.73 eV/Å
* HOMO-LUMO gap: 5.50 eV

The geometry in XYZ format:
```
142
C34H63BN3O41, DFT the ωB97M-V functional and the def2-TZVPD basis
O -3.22 1.29 -1.81
C -2.26 0.89 -1.14
O -1.02 0.62 -1.56
B -0.19 0.11 -0.44
O -1.15 -0.18 0.62
C -2.34 0.33 0.27
O -3.30 0.31 1.00
O 0.83 1.14 0.07
C 2.02 0.50 0.23
O 3.04 0.87 0.77
C 1.88 -0.92 -0.35
O 0.60 -1.13 -0.74
O 2.80 -1.80 -0.33
C -1.07 2.27 -2.90
N -0.38 2.68 -4.08
O -0.43 1.91 -5.03
O 0.36 3.66 -3.96
H -2.00 2.82 -2.83
H -0.36 2.53 -2.11
H -1.21 1.19 -2.99
C 0.51 -2.67 -2.28
N -0.27 -3.91 -2.35
O -0.14 -4.64 -3.34
O -1.11 -4.09 -1.51
H -0.22 -1.87 -2.34
H 1.15 -2.70 -3.16
H 1.06 -2.80 -1.34
C 2.53 -3.90 -0.51
N 4.01 -3.80 -0.81
O 4.41 -4.40 -1.81
O 4.74 -3.23 -0.03
H 2.18 -3.26 0.31
H 2.27 -4.94 -0.31
H 2.05 -3.48 -1.39
C 5.73 -1.99 -2.07
O 4.90 -0.80 -2.27
C 3.67 -1.03 -2.67
O 3.11 -2.13 -2.90
O 3.07 0.18 -2.76
C 1.73 0.26 -3.22
H 6.75 -1.66 -1.86
H 5.85 -2.52 -3.01
H 5.45 -2.63 -1.23
H 1.35 1.21 -3.60
H 1.03 -0.01 -2.44
H 1.66 -0.46 -4.04
C 0.62 2.06 4.66
O -0.05 2.41 3.48
C 0.53 2.37 2.24
O 1.77 2.24 2.07
O -0.48 2.38 1.29
C -1.88 2.47 1.57
H 1.65 2.43 4.67
H 0.68 0.98 4.73
H 0.04 2.40 5.52
H -2.34 2.82 0.64
H -2.21 3.11 2.38
H -2.21 1.45 1.74
C 7.35 1.12 2.78
O 6.09 1.73 2.61
C 5.05 1.24 1.82
O 3.92 1.74 1.89
O 5.48 0.23 1.02
C 4.53 -0.56 0.28
H 7.67 0.96 1.75
H 7.33 0.17 3.32
H 7.98 1.87 3.27
H 4.98 -1.55 0.20
H 4.24 -0.12 -0.67
H 3.57 -0.62 0.80
C -0.56 -2.70 0.46
O 0.25 -3.23 1.51
C -0.35 -3.85 2.54
O -1.52 -4.26 2.60
O 0.62 -4.06 3.47
C 0.31 -5.09 4.42
H -0.98 -3.48 -0.16
H 0.02 -2.05 -0.20
H -1.32 -2.13 0.99
H 0.43 -6.02 3.88
H -0.62 -4.97 4.98
H 1.05 -5.17 5.22
C 0.57 4.15 -0.31
O 1.71 3.74 -0.97
C 2.80 3.16 -0.37
O 2.99 2.84 0.78
O 3.59 2.84 -1.36
C 4.80 2.10 -1.20
H 0.20 3.30 0.27
H -0.14 4.63 -0.98
H 0.87 4.96 0.36
H 4.92 1.22 -1.82
H 5.10 1.91 -0.17
H 5.56 2.69 -1.70
C -3.61 -0.69 -1.90
O -4.37 -1.94 -1.96
C -5.37 -2.01 -1.07
O -5.73 -1.11 -0.29
O -6.02 -3.17 -1.10
C -5.94 -4.08 -2.22
H -4.16 0.25 -1.80
H -2.95 -0.65 -2.77
H -2.90 -0.73 -1.08
H -6.16 -3.63 -3.19
H -6.68 -4.88 -2.13
H -4.95 -4.52 -2.33
C -4.28 2.69 -0.52
O -4.61 2.63 0.88
C -5.37 1.61 1.32
O -6.05 0.89 0.61
O -5.39 1.60 2.69
C -4.47 2.28 3.51
H -4.89 1.97 -1.07
H -3.25 2.36 -0.66
H -4.36 3.73 -0.83
H -3.48 2.29 3.06
H -4.40 1.86 4.51
H -4.74 3.34 3.57
C -4.67 0.67 -3.40
O -5.72 1.51 -3.06
C -6.41 1.38 -1.82
O -6.13 0.57 -0.91
O -7.49 2.22 -1.76
C -7.85 3.03 -2.87
H -4.96 -0.37 -3.49
H -3.87 0.87 -2.69
H -4.33 0.97 -4.39
H -7.03 3.75 -2.95
H -8.79 3.56 -2.72
H -7.96 2.39 -3.74
C 1.03 -0.83 2.34
O 2.44 -0.81 2.50
C 2.93 0.07 3.28
O 2.67 1.27 3.29
O 3.84 -0.59 4.02
C 4.77 0.13 4.85
H 0.52 -0.83 3.30
H 0.79 -1.78 1.88
H 0.69 0.04 1.77
H 4.27 0.96 5.36
H 5.60 0.55 4.29
H 5.13 -0.53 5.64
```

***

Entry 2:
This record from OMol25 describes 12 unconnected molecules or ions with the total composition C26H80N4O12. The level of theory is the ωB97M-V functional and the def2-TZVPD basis.

* ΔE to the lowest compared entry with this formula, charge and spin: 185.42 kJ/mol
* SMILES: COC[C@H](C)N.COC[C@H](C)N.COC[C@H](C)N.COC[C@H](C)N.CCO.CCO.CCO.CCO.CCO.O.O.O
* E_LUMO: 0.20 eV
* largest force on an atom: 4.43 eV/Å
* HOMO-LUMO gap: 9.13 eV

The geometry in XYZ format:
```
122
C26H80N4O12, DFT the ωB97M-V functional and the def2-TZVPD basis
C 0.74 8.77 14.33
O -0.48 7.99 14.10
C -1.64 8.90 13.91
C -2.78 8.18 13.25
C -4.07 9.00 12.94
N -3.20 6.90 13.81
H 0.99 9.18 13.35
H 1.54 8.16 14.76
H 0.50 9.51 15.10
H -1.85 9.31 14.89
H -1.40 9.78 13.31
H -2.38 7.89 12.28
H -3.91 10.00 12.53
H -4.58 9.08 13.90
H -4.69 8.51 12.19
H -3.69 6.38 13.10
H -2.40 6.33 14.03
C 0.65 9.57 7.73
O 0.41 8.37 8.39
C 0.86 8.27 9.73
C 1.18 6.75 9.90
C 1.46 6.45 11.33
N 2.33 6.39 9.12
H 0.27 9.68 6.72
H 1.72 9.76 7.66
H 0.16 10.36 8.30
H 1.70 8.91 9.97
H -0.07 8.57 10.22
H 0.32 6.12 9.67
H 1.75 5.41 11.48
H 0.54 6.55 11.91
H 2.27 7.02 11.78
H 1.99 6.75 8.24
H 2.28 5.38 9.03
C 5.48 1.75 16.05
O 5.61 1.04 14.93
C 5.97 -0.35 15.22
C 6.19 -1.11 13.85
C 6.55 -2.66 14.04
N 7.21 -0.59 13.07
H 5.26 2.75 15.70
H 6.36 1.81 16.70
H 4.70 1.31 16.68
H 6.87 -0.34 15.84
H 5.15 -0.85 15.73
H 5.24 -1.08 13.32
H 7.37 -2.77 14.75
H 7.10 -3.10 13.20
H 5.66 -3.27 14.18
H 7.19 -1.12 12.21
H 6.84 0.27 12.68
C 9.66 6.05 18.18
O 9.09 6.57 16.87
C 9.30 7.95 16.67
C 9.08 8.27 15.21
C 9.98 9.47 14.69
N 7.73 8.67 14.98
H 10.45 6.56 18.73
H 9.85 4.98 18.20
H 8.85 6.34 18.85
H 8.79 8.57 17.40
H 10.36 8.07 16.88
H 9.34 7.45 14.54
H 11.02 9.50 15.02
H 9.54 10.29 15.25
H 9.90 9.73 13.63
H 7.58 9.46 15.60
H 7.69 8.97 14.02
C 3.93 6.60 17.69
C 4.80 5.58 18.40
O 3.98 4.40 18.53
H 3.61 6.18 16.74
H 4.53 7.44 17.33
H 3.10 6.93 18.32
H 5.14 6.18 19.24
H 5.67 5.35 17.79
H 4.32 3.76 17.90
C 2.10 3.83 15.64
C 0.63 3.46 15.30
O 0.10 4.40 14.44
H 2.54 3.09 16.31
H 2.18 4.79 16.14
H 2.70 3.79 14.73
H 0.02 3.52 16.20
H 0.57 2.49 14.81
H -0.49 3.91 13.86
C 3.73 2.04 11.36
C 4.31 3.44 11.48
O 4.31 4.17 10.27
H 4.21 1.55 10.51
H 2.74 2.06 10.88
H 3.81 1.40 12.24
H 5.36 3.37 11.77
H 3.71 3.96 12.24
H 4.57 5.07 10.49
C 4.41 6.76 14.17
C 5.44 5.64 14.42
O 6.66 6.27 14.13
H 4.70 7.69 14.67
H 3.48 6.52 14.68
H 4.16 6.97 13.13
H 5.34 4.83 13.70
H 5.51 5.27 15.44
H 6.98 7.00 14.66
C 8.62 3.76 11.91
C 9.67 4.74 12.55
O 10.13 5.67 11.61
H 7.67 4.29 11.86
H 8.63 2.90 12.58
H 8.95 3.33 10.97
H 10.51 4.15 12.93
H 9.19 5.35 13.32
H 9.42 6.31 11.46
O 7.99 4.09 15.69
H 8.47 4.65 16.29
H 7.67 4.68 15.01
O 4.71 6.84 10.88
H 5.36 7.53 10.70
H 4.00 7.03 10.27
O 7.59 7.71 11.61
H 7.52 8.66 11.56
H 7.31 7.49 12.50
```

***

Entry 3:
This record from OMol25 describes C9H9B in the gas phase. The level of theory is the ωB97M-V functional and the def2-TZVPD basis.

* ΔE to the lowest compared entry with this formula, charge and spin: 155.39 kJ/mol
* E_LUMO: -0.56 eV
* largest force on an atom: 3.95 eV/Å
* HOMO-LUMO gap: 7.00 eV

The geometry in XYZ format:
```
19
C9H9B, DFT the ωB97M-V functional and the def2-TZVPD basis
B -0.34 -0.93 1.27
C -0.68 2.31 -0.64
C 0.02 2.00 -1.83
C -0.63 1.38 0.43
C 0.76 0.85 -1.91
C -0.06 0.05 0.22
C 0.66 -0.19 -0.98
C 1.23 -2.42 -0.19
C 1.35 -1.48 -1.12
C -1.10 -1.16 2.60
H -1.21 3.33 -0.53
H 0.13 2.57 -2.66
H -1.16 1.76 1.28
H 1.36 0.69 -2.90
H 1.57 -3.50 -0.07
H 1.89 -1.46 -2.06
H -1.24 -0.20 3.21
H -0.57 -1.89 3.41
H -1.99 -1.71 2.48
```

***

Entry 4:
This record from OMol25 describes 16 unconnected molecules or ions with the total composition H32O16. The level of theory is the ωB97M-V functional and the def2-TZVPD basis.

* ΔE to the lowest compared entry with this formula, charge and spin: 521.64 kJ/mol
* E_LUMO: -0.73 eV
* largest force on an atom: 3.61 eV/Å
* HOMO-LUMO gap: 9.35 eV

The geometry in XYZ format:
```
48
H32O16, DFT the ωB97M-V functional and the def2-TZVPD basis
O 0.18 -0.69 -2.72
H 1.05 -0.43 -2.60
H 0.10 -1.52 -2.20
O -0.29 0.39 0.26
H 0.25 -0.41 0.25
H 0.17 0.92 -0.38
O -2.85 2.15 0.88
H -1.95 2.51 0.75
H -3.17 2.53 1.67
O 1.48 -1.64 0.69
H 2.07 -2.01 1.33
H 2.07 -0.83 0.51
O 0.39 2.27 -4.02
H 1.06 2.86 -4.19
H 0.54 1.99 -3.12
O 1.02 2.07 -1.48
H 1.88 2.42 -1.69
H 0.43 2.72 -1.10
O 1.34 2.09 1.56
H 0.55 1.63 1.28
H 1.77 1.58 2.28
O -3.31 -0.46 2.21
H -2.71 0.17 1.88
H -2.76 -1.11 2.66
O -1.26 1.64 3.32
H -0.74 2.40 3.26
H -0.83 0.87 2.94
O 2.97 0.69 0.12
H 3.83 1.10 0.31
H 2.31 1.10 0.68
O -2.24 0.65 -2.42
H -1.44 0.08 -2.44
H -2.65 0.50 -1.62
O -1.23 -3.22 1.80
H -1.27 -2.65 0.98
H -2.14 -3.51 1.99
O -0.11 -1.04 3.05
H -0.31 -1.84 2.56
H 0.62 -1.20 3.69
O -1.86 -1.96 -0.57
H -2.40 -2.20 -1.29
H -2.20 -1.18 -0.21
O 0.59 -3.16 -1.62
H 0.92 -2.72 -0.84
H 1.23 -3.01 -2.35
O 2.71 -0.15 -2.32
H 3.47 -0.67 -2.28
H 2.71 0.27 -1.46
```

***

Entry 5:
This record from OMol25 describes 2 unconnected molecules or ions with the total composition CH3N3O2. The level of theory is the ωB97M-V functional and the def2-TZVPD basis.

* ΔE to the lowest compared entry with this formula, charge and spin: 653.51 kJ/mol
* E_LUMO (alpha / beta): -2.13 / -2.19 eV
* largest force on an atom: 7.98 eV/Å
* HOMO-LUMO gap (alpha / beta): 7.12 / 6.94 eV

The geometry in XYZ format:
```
9
CH3N3O2, DFT the ωB97M-V functional and the def2-TZVPD basis
C 0.13 0.00 -1.00
N -0.23 -0.17 1.90
N 0.55 1.15 -0.50
N -0.43 -0.83 0.03
O 0.14 -0.41 -2.13
O -0.96 -1.90 -0.09
H -0.70 -0.93 2.38
H 0.49 1.28 0.50
H 1.02 1.82 -1.10
```

***

Entry 6:
This record from OMol25 describes 2 unconnected molecules or ions with the total composition C4H11NS. The level of theory is the ωB97M-V functional and the def2-TZVPD basis.

* ΔE to the lowest compared entry with this formula, charge and spin: 91.92 kJ/mol
* total charge: -1
* E_LUMO (alpha / beta): 4.13 / 3.76 eV
* largest force on an atom: 1.04 eV/Å
* 2S+1: 2
* HOMO-LUMO gap (alpha / beta): 6.58 / 6.20 eV

The geometry in XYZ format:
```
17
C4H11NS, DFT the ωB97M-V functional and the def2-TZVPD basis
C -0.43 -1.00 -0.93
N 0.90 -0.70 -1.32
C 1.23 0.66 -1.06
C 0.56 -0.04 2.59
S -0.94 0.82 1.96
C -1.50 0.04 -1.22
H -0.69 -1.92 -1.45
H -0.43 -1.21 0.15
H 0.99 0.91 -0.01
H 0.64 1.39 -1.61
H 2.29 0.90 -1.25
H 1.36 0.64 2.89
H 0.97 -0.64 1.77
H 0.32 -0.72 3.41
H -1.41 0.34 -2.28
H -2.50 -0.38 -1.04
H -1.37 0.92 -0.61
```